A structure of composition C25H23HfN3O2S6Sb in a non-equilibrium geometry, computed with ωB97M-V/def2-TZVPD.

Cartesian coordinates (Å):
1 C 5.7083 -2.7542 1.2996
2 H 0.2462 -2.0134 -1.8303
3 C -2.0412 3.7373 0.5426
4 S -2.9048 2.1053 -1.5058
5 H -5.3776 -0.1972 -3.1429
6 O -4.7206 6.0763 3.7765
7 H -0.6509 -1.8737 -4.5997
8 C -3.6355 5.3120 3.5092
9 C 2.8628 -1.0343 0.0015
10 O -2.8012 5.0916 4.3322
11 H 3.0167 0.8811 1.0229
12 C 1.0899 0.5626 0.1925
13 H 6.2943 -4.8417 1.4780
14 H -5.1603 -1.3732 -4.4581
15 S 1.4128 -3.4841 2.8558
16 C 7.8659 -2.1240 2.7412
17 H 4.0933 -3.6086 0.2289
18 H 7.3118 -0.0752 2.5355
19 H -5.6037 4.6162 1.7161
20 C 2.0583 -1.7871 -0.8184
21 C -3.0867 3.1396 -0.1314
22 H -5.2616 3.0574 -0.1232
23 H -2.0182 -2.2652 -5.7371
24 N 0.2699 -0.2016 -0.6154
25 H -1.9620 -3.0470 -4.2071
26 S -3.0568 -2.1447 -0.5072
27 H 8.3184 -4.1884 2.9345
28 C -1.8900 -1.0465 1.7835
29 S -0.9525 -3.4471 1.1319
30 H 2.3490 -2.7623 -1.2153
31 C -2.0166 -2.1004 0.9406
32 C 6.4686 -3.8496 1.6893
33 C -4.7025 -1.0758 -3.4883
34 H -2.8343 0.9667 -6.0879
35 C 2.3928 0.2070 0.4846
36 H 0.6223 1.5408 0.4938
37 C -4.5828 4.3275 1.4143
38 C 4.0701 -1.4951 0.5620
39 H -4.7870 -1.9306 -2.8128
40 C -1.6824 -2.1028 -4.7046
41 S -2.6303 0.5661 1.5782
42 C 5.9276 -1.4296 1.6508
43 H -5.2104 6.3288 2.9747
44 N 4.5353 -2.7797 0.5881
45 C 0.0347 -2.7346 2.3996
46 C 7.5913 -3.4855 2.4781
47 Sb -2.7014 -0.4607 -3.6850
48 S -0.6237 -1.2526 2.9750
49 C 7.0535 -1.1035 2.3947
50 C -3.4895 4.7039 2.1500
51 C -2.8614 1.1759 -5.0570
52 H -1.3860 4.7764 2.2423
53 H -2.0193 1.8146 -4.6562
54 H -3.8224 1.6412 -4.7289
55 H -0.9776 3.3399 0.2972
56 C 0.8605 -1.3074 -1.1540
57 C -2.1980 4.4332 1.6548
58 Hf -1.9696 0.0093 -0.6710
59 N 4.8851 -0.6569 1.1641
60 H 8.6703 -1.8328 3.4037
61 C -4.3906 3.4562 0.3189

Computed properties:
E ... -3958.47760 hartree
Kohn-Sham gap ... 6.82 eV
Highest occupied orbital energy ... -0.4026 hartree
Charge ... +1
LUMO ... -4.14 eV
Relative energy (zero: lowest compared OMol25 entry of this formula, charge and spin) ... 32.2 kJ/mol